(1)
The following is a DFT calculation (ωB97M-V/def2-TZVPD) of C16H27BBr4Cl3NO3Si2 as an isolated structure.

Atoms and positions in Å:
Br (5.017, -1.455, -1.575)
Br (4.308, -3.484, 1.424)
Br (8.755, -0.653, -2.126)
Br (7.097, -0.082, -5.373)
Cl (-4.653, 3.092, 3.741)
Cl (-4.926, -3.127, -0.511)
Cl (-7.409, 4.107, 2.670)
Si (-1.823, 2.545, 0.919)
Si (-4.196, 0.947, 1.373)
O (-3.818, -0.020, 4.162)
O (-3.172, 1.728, 0.215)
O (-1.706, 4.184, 0.323)
N (-0.213, 1.122, -0.983)
C (-3.669, -0.972, -1.753)
C (5.693, -1.272, 0.243)
C (-7.159, 2.263, 0.360)
C (-0.264, 1.521, 0.383)
C (2.100, -0.172, -0.522)
C (-1.860, -0.831, 2.633)
C (-4.145, -1.465, -0.283)
C (0.855, 1.109, 1.353)
C (-5.277, 2.298, 2.183)
C (2.108, 0.249, 0.997)
C (8.752, -1.752, -3.736)
C (8.821, -0.901, -4.980)
C (-5.171, -0.406, 0.414)
C (0.913, 0.349, -1.352)
C (-6.516, 2.803, 1.714)
C (5.963, -2.618, 0.866)
B (-3.257, 0.007, 2.809)
H (-5.777, 0.019, -0.474)
H (-5.837, -1.028, 1.111)
H (-1.131, -0.376, 3.408)
H (-4.377, -1.338, -2.584)
H (4.961, -0.680, 0.795)
H (-1.899, 2.669, 2.388)
H (2.942, -0.828, -0.967)
H (-2.646, -1.452, -2.000)
H (-8.168, 2.807, 0.223)
H (7.861, -2.379, -3.691)
H (-3.492, 0.160, -1.803)
H (-7.450, 1.157, 0.530)
H (-3.198, -1.635, 0.326)
H (0.750, 1.453, 2.446)
H (9.548, -0.093, -4.909)
H (-1.426, -0.795, 1.579)
H (6.473, -3.309, 0.194)
H (9.050, -1.515, -5.853)
H (-3.765, -0.964, 4.426)
H (-6.497, 2.384, -0.558)
H (-1.767, 4.162, -0.657)
H (2.914, -0.057, 1.733)
H (6.549, -2.508, 1.780)
H (-1.971, -1.942, 2.942)
H (6.617, -0.700, 0.146)
H (0.950, 0.056, -2.467)
H (9.639, -2.382, -3.651)

Properties
HOMO-LUMO gap: 9.009 eV
2S+1: 1

natural (NBO) atomic charge list, values in e, 4 entries: Br 0.015; Br -0.012; Br -0.024; Br -0.009

***

(2)
The following is a DFT calculation (ωB97M-V/def2-TZVPD) of an isolated ion of composition C5H6NO5 and charge +1.

Atoms and positions in Å:
O (-0.374, 0.155, -1.283)
O (-1.792, 0.441, 1.194)
O (-0.605, -2.105, 1.090)
O (-1.880, 0.174, -1.060)
O (0.376, 2.333, 0.894)
N (-0.478, 0.184, 0.977)
C (0.525, 1.185, 0.663)
C (0.031, -1.151, 0.794)
C (-2.399, 0.362, 0.085)
C (1.612, 0.463, -0.105)
C (1.359, -1.031, 0.087)
H (-0.428, 0.084, -2.261)
H (1.267, -1.572, -0.863)
H (-3.490, 0.451, 0.148)
H (2.158, -1.530, 0.633)
H (1.505, 0.764, -1.159)
H (2.613, 0.794, 0.165)

Properties
charge: +1
HOMO-LUMO gap: 8.436 eV
2S+1: 1

natural (NBO) atomic charge list, values in e, 4 entries: O -0.361; O -0.175; O -0.490; O -0.186

***

no.,molar mass (g mol⁻¹),energy (eV)
1,774.36,-358831.6257
2,160.10,-16995.9092